The following is a DFT calculation (wB97M-V/def2-TZVPD) of a cluster of 13 separate species, C56H92N13O in total in a non-equilibrium geometry.

Structure (XYZ):
```
162
Properties=species:S:1:pos:R:3:forces:R:3
C -0.958067 -0.319793 -0.292087 1.3 0.3 1.2
C 0.228206 0.382074 0.465257 0.1 -1.2 -1.0
N 1.148749 1.248287 -0.394783 -0.7 0.6 0.0
C 0.349559 2.478781 -0.901732 0.1 -1.4 -0.3
C 2.308726 1.858758 0.478772 -0.5 -1.0 -1.2
C 1.940267 2.371054 1.863574 0.0 -0.3 0.3
C 1.659734 0.452143 -1.701863 -1.3 2.2 0.5
C 2.628566 -0.651172 -1.531781 -0.6 -0.9 0.9
O 2.102590 -1.619616 -0.631811 -0.1 1.4 0.8
C 3.119173 -2.449514 -0.170478 0.2 -1.6 0.2
H -0.708412 -0.754910 -1.259793 -0.1 0.5 0.0
H -1.826231 0.339026 -0.273726 -0.1 -0.3 -0.4
H -1.108236 -1.196049 0.338562 -0.6 0.0 0.1
H 0.905051 -0.393981 0.822623 -0.1 0.1 0.2
H -0.190643 0.907642 1.323410 0.3 0.5 -0.4
H 0.908287 3.043803 -1.647832 0.4 0.0 0.4
H 0.060648 3.070202 -0.032907 -0.1 -0.1 -0.2
H -0.486580 2.078057 -1.474780 -0.3 0.0 0.4
H 2.649404 2.632545 -0.209204 0.3 0.2 0.5
H 3.065678 1.076900 0.540550 0.0 0.0 0.2
H 2.847929 2.597850 2.422876 0.3 0.4 -0.4
H 1.541329 1.615642 2.540556 -0.4 -0.3 -0.4
H 1.291169 3.246617 1.876203 0.0 0.0 -0.2
H 2.113968 1.285981 -2.237129 0.2 -0.2 -0.3
H 0.777317 0.167459 -2.274924 -0.2 0.2 0.4
H 3.545929 -0.173709 -1.187416 0.5 -0.7 0.2
H 2.746740 -1.266746 -2.423527 0.5 0.9 -0.8
H 4.018914 -1.933041 0.163912 0.1 0.2 -0.1
H 3.346910 -3.169810 -0.956234 0.6 0.0 -0.2
H 2.758288 -3.062801 0.655198 -0.2 0.3 0.2
C -1.017858 -4.126912 -1.323101 1.5 1.6 1.0
C -0.014835 -3.659423 -2.377852 -0.4 0.0 -1.4
C -0.206551 -4.375594 -3.732741 -0.3 -0.3 0.2
C -1.589859 -4.348087 -4.235447 0.9 0.5 0.1
N -2.648834 -4.257408 -4.656713 -0.6 0.0 -0.2
H -1.066593 -5.198553 -1.129934 -0.4 0.2 -0.3
H -1.937599 -3.543895 -1.370794 -0.5 -0.8 -0.7
H -0.619276 -3.652170 -0.426517 0.2 -0.5 0.6
H 1.057468 -3.703595 -2.187322 0.0 -0.7 0.7
H -0.120784 -2.584863 -2.526850 -0.4 0.2 -0.1
H 0.013953 -5.434592 -3.598543 0.2 -0.1 0.0
H 0.478279 -4.003411 -4.494703 -0.1 0.1 -0.1
C -5.688260 -2.128849 -4.540812 1.8 -0.3 0.6
C -4.419759 -1.559364 -3.735040 -1.6 -0.8 0.1
C -3.489657 -0.767567 -4.616241 0.0 1.0 0.1
C -2.423726 -0.005723 -3.899466 -2.4 -1.7 -1.6
N -1.636185 0.636364 -3.402349 1.8 1.2 1.1
H -6.182800 -1.354306 -5.126995 -0.1 0.3 0.4
H -6.349239 -2.575803 -3.798214 -0.2 0.2 -0.2
H -5.443157 -2.902186 -5.268810 0.3 -0.1 0.1
H -3.815793 -2.262121 -3.161045 -0.4 -0.7 -0.4
H -4.916677 -1.011590 -2.934354 0.5 0.8 -0.2
H -4.122480 -0.041169 -5.126111 0.3 0.3 -0.2
H -3.030377 -1.378978 -5.392987 0.1 -0.1 0.1
C 2.814715 -6.083906 -0.073321 0.7 -0.3 0.7
C 2.490552 -7.398964 0.662836 -0.2 0.8 -0.7
C 0.966484 -7.622503 0.800831 0.0 -0.4 0.7
C 0.173474 -6.586164 1.534523 0.5 0.6 0.1
N -0.347616 -5.730344 2.117911 0.5 -1.0 -0.7
H 2.583270 -5.238062 0.574051 -0.5 0.1 -0.3
H 2.362294 -6.005229 -1.061868 -0.3 0.1 0.2
H 3.891362 -6.002683 -0.222687 0.1 -0.1 -0.1
H 3.028775 -7.457006 1.608914 -0.3 0.2 0.2
H 2.898387 -8.232385 0.090836 -0.2 -0.1 -0.1
H 0.854036 -8.558552 1.347885 -0.3 0.0 0.1
H 0.520591 -7.801703 -0.177517 -0.1 0.2 0.0
C -6.307357 3.428637 4.005579 0.6 0.3 0.6
C -5.255854 3.543743 2.935030 1.0 -0.4 0.1
C -3.809869 3.119795 3.463431 -1.2 0.5 -0.3
C -2.739462 3.111087 2.459108 1.4 0.4 -1.3
N -1.858247 3.190544 1.696166 -1.7 -0.4 1.5
H -6.152639 4.242022 4.714497 -0.2 0.0 0.2
H -6.157820 2.495731 4.549122 -0.6 -0.1 0.0
H -7.287239 3.555477 3.545314 -0.1 -0.3 0.3
H -5.264979 4.594308 2.644617 0.4 -0.2 -0.6
H -5.573767 2.891396 2.121724 0.4 0.3 -0.2
H -3.855728 2.152233 3.963263 0.0 -0.1 -0.2
H -3.509728 3.830444 4.233490 0.0 0.1 0.1
C -0.687353 5.287628 6.079503 0.4 1.0 0.0
C 0.061668 3.983344 6.116175 -0.4 -0.5 -0.6
C 1.357195 3.939215 5.285674 0.1 -0.8 0.0
C 2.030047 2.638928 5.441011 1.3 -2.2 0.4
N 2.529350 1.580385 5.485327 -1.1 2.4 -0.1
H -1.223347 5.429752 7.017912 -0.1 0.2 -0.2
H -1.374517 5.368931 5.237303 -0.1 -0.2 0.0
H -0.004842 6.124931 5.933933 0.1 0.2 0.3
H -0.676946 3.288200 5.717030 0.4 -0.7 0.1
H 0.279486 3.678532 7.139770 0.1 0.1 -0.1
H 2.028331 4.759948 5.538792 0.1 -0.1 0.2
H 1.249939 3.940232 4.200964 -0.7 0.6 -0.1
C 2.744422 -1.442070 3.790143 -1.5 -0.5 -0.2
C 1.559605 -2.466490 3.567257 1.5 -0.3 0.4
C 2.030346 -3.860386 4.083778 -0.7 0.2 -0.2
C 2.276377 -3.899943 5.523427 -0.4 0.1 -2.2
N 2.502329 -3.982906 6.627727 0.4 -0.1 2.3
H 2.523704 -0.468542 3.352400 0.0 0.0 0.0
H 3.676977 -1.805898 3.358783 -0.1 -0.1 -0.1
H 2.883004 -1.289704 4.860509 0.1 0.0 -0.1
H 1.260074 -2.595829 2.527231 0.4 0.1 -0.2
H 0.618808 -2.224410 4.061643 0.2 0.4 0.4
H 2.950794 -4.203021 3.611043 0.0 0.2 -0.2
H 1.256108 -4.595107 3.862779 0.0 -0.1 0.0
N 1.591955 6.261173 1.780236 -1.2 -1.5 -1.8
C 2.644978 5.689537 1.075952 -0.3 0.4 0.2
C 2.190494 5.309603 -0.177146 0.8 0.3 0.5
C 0.830382 5.655390 -0.289625 -0.3 -0.1 1.8
C 0.444182 6.101887 0.974718 0.6 1.0 -0.8
H 1.621228 6.732528 2.673029 0.1 -0.3 -0.2
H 3.607139 5.619076 1.561421 0.0 0.0 -0.3
H 2.757466 4.835061 -0.964395 0.2 0.2 0.1
H 0.226678 5.530773 -1.176432 -0.2 -0.1 0.3
H -0.551297 6.409465 1.259014 0.3 0.2 0.3
N -6.434845 1.964494 -2.323100 1.0 0.6 -2.4
C -5.138693 2.009431 -2.829116 -0.5 -0.2 0.5
C -4.252335 2.085912 -1.753923 -1.2 -0.1 -1.1
C -5.065327 2.142986 -0.589932 -1.3 -0.3 0.0
C -6.409662 2.104860 -1.011080 1.0 -0.1 2.3
H -7.243725 2.160116 -2.895417 0.1 -0.3 0.1
H -5.054167 1.967480 -3.904981 0.5 0.0 0.1
H -3.181968 2.057249 -1.894973 -0.1 0.1 0.4
H -4.774034 2.101902 0.449232 0.2 0.2 -0.2
H -7.358758 2.102463 -0.495708 0.3 0.1 0.4
N -6.422910 -1.170084 -0.665690 2.0 -1.4 0.5
C -5.105561 -1.465240 -0.368464 0.6 -0.2 0.4
C -5.003488 -2.825258 -0.001250 1.7 1.9 -0.4
C -6.238170 -3.386406 -0.108458 -3.1 1.2 -0.8
C -7.087648 -2.335519 -0.535097 -1.5 -1.2 0.4
H -6.774544 -0.248470 -0.882660 0.1 -0.3 0.0
H -4.359831 -0.695661 -0.502714 0.1 -0.1 0.2
H -4.137483 -3.398221 0.295623 0.3 0.4 -0.1
H -6.542618 -4.399129 0.110853 0.0 0.1 -0.1
H -8.155795 -2.283574 -0.685909 0.0 -0.5 0.0
N -0.273783 5.354862 -4.293881 2.9 -2.0 0.7
C 1.023839 5.619075 -3.858406 0.7 -1.0 0.0
C 1.804627 4.394880 -3.888328 -1.1 3.2 0.5
C 0.953741 3.387142 -4.295803 -2.0 0.7 -1.0
C -0.287208 4.000642 -4.551577 -0.7 -0.7 -0.6
H -1.043436 6.001555 -4.391498 0.3 -0.2 0.1
H 1.234836 6.619989 -3.511902 0.4 -0.1 -0.1
H 2.856937 4.239659 -3.701319 0.0 0.5 0.2
H 1.273951 2.382159 -4.527931 -0.5 -0.1 0.0
H -1.184713 3.618093 -5.014760 0.1 -0.4 0.2
N 5.123772 -1.550694 -3.662148 -0.8 -0.5 -1.1
C 4.341693 -2.219059 -4.606018 -0.3 -0.4 0.9
C 4.312981 -3.572805 -4.249055 0.4 1.4 -0.5
C 5.182578 -3.711946 -3.144494 0.0 0.1 0.8
C 5.617614 -2.456560 -2.785943 0.5 -0.1 0.2
H 5.256566 -0.553817 -3.568877 0.0 -0.3 -0.4
H 3.789739 -1.686594 -5.366438 0.2 0.0 0.0
H 3.779426 -4.367409 -4.749401 0.1 0.2 -0.1
H 5.425434 -4.621831 -2.615790 0.0 0.0 -0.1
H 6.279263 -2.080533 -2.019641 0.0 -0.4 0.1
N 6.121862 0.558109 0.608968 0.3 -1.0 -0.4
C 6.861016 -0.587219 0.736953 1.1 -0.5 0.0
C 7.020189 -0.914487 2.091274 -0.9 0.2 -1.7
C 6.197454 0.001408 2.740237 -0.7 2.1 0.9
C 5.694472 0.937609 1.836926 0.2 -0.2 0.6
H 5.995745 1.010450 -0.285223 -0.1 0.1 0.4
H 7.266990 -1.020060 -0.165396 0.2 -0.1 0.2
H 7.599554 -1.685288 2.577692 -0.1 -0.1 -0.4
H 6.037544 0.129928 3.800579 0.1 -0.2 0.0
H 5.206115 1.893396 1.956794 -0.1 -0.2 0.3
```
Forces are in eV/Å.

Computed properties:
Calculated total energy: -80971.7629 eV
HOMO: -9.41 eV
Net charge: +1
Gap between HOMO and LUMO: 7.37 eV
LUMO level: -0.075 Eh